# 1
A molecular structure, C22H42NOP3Pr, computed with wB97M-V/def2-TZVPD.

Multiplicity: 3
DFT total energy: -68942.898 eV
Net charge: +3
Frontier orbital gap (spin up / spin down): 3.928 / 4.234 eV

Last column: Mulliken spin population.
Atoms and positions in Å:
Pr (-0.9808, -0.5603, 0.8813)  2.0427
P (-1.3110, 1.4862, -1.0029)  -0.0094
P (-2.6067, -2.3192, -0.8325)  -0.0055
P (1.4278, 0.6654, 1.9406)  -0.0070
H (0.5785, -3.2577, -0.5987)  -0.0001
C (0.9742, -2.8872, 0.3524)  0.0008
C (0.4281, -3.2425, 1.5400)  -0.0037
H (-0.4105, -3.9415, 1.5866)  0.0002
C (-0.2091, 1.3897, -2.4692)  -0.0006
C (-3.0072, 1.6134, -1.6973)  0.0000
C (-0.9816, 3.1456, -0.2850)  -0.0013
C (-2.5907, -4.1147, -0.4778)  -0.0005
C (-4.4094, -1.9738, -0.8732)  -0.0007
C (-2.1940, -2.3107, -2.6232)  -0.0012
C (2.4774, -0.3756, 3.0202)  -0.0005
C (1.0837, 2.1368, 2.9841)  -0.0012
C (2.6327, 1.2968, 0.7108)  -0.0027
H (1.8898, -2.2864, 0.2985)  0.0009
H (0.9156, -2.9826, 2.4809)  0.0001
H (-0.3710, 2.1891, -3.2136)  -0.0004
H (-0.3526, 0.4227, -2.9756)  0.0001
H (0.8497, 1.4200, -2.1711)  -0.0001
H (-3.1544, 2.4910, -2.3507)  -0.0004
H (-3.7414, 1.6762, -0.8784)  -0.0002
H (-3.2713, 0.7100, -2.2693)  0.0001
H (-1.2264, 3.9790, -0.9667)  -0.0004
H (0.0731, 3.2429, 0.0206)  0.0003
H (-1.5761, 3.2747, 0.6342)  0.0000
H (-3.1096, -4.6767, -1.2698)  -0.0003
H (-3.0977, -4.2854, 0.4836)  0.0001
H (-1.5518, -4.4672, -0.3951)  0.0000
H (-4.8721, -2.4588, -1.7485)  -0.0004
H (-4.5749, -0.8857, -0.9205)  0.0001
H (-4.8681, -2.3619, 0.0496)  0.0000
H (-2.8151, -3.0663, -3.1243)  -0.0002
H (-1.1319, -2.5593, -2.7495)  0.0001
H (-2.3828, -1.3188, -3.0543)  0.0001
H (3.4183, 0.1156, 3.3080)  -0.0002
H (2.7131, -1.3165, 2.5026)  0.0000
H (1.9205, -0.6271, 3.9340)  0.0001
H (2.0099, 2.6276, 3.3176)  -0.0002
H (0.5071, 1.8274, 3.8689)  0.0002
H (0.4758, 2.8610, 2.4205)  0.0001
H (3.5288, 1.7005, 1.2020)  -0.0004
H (2.1875, 2.0804, 0.0839)  -0.0002
H (2.9335, 0.4714, 0.0535)  0.0008
C (4.3538, 1.9666, -3.0269)  0.0000
C (5.0798, 1.9810, -4.2468)  0.0000
C (6.1204, 1.0425, -4.3973)  0.0000
C (6.4887, 0.1782, -3.3649)  0.0000
C (5.8855, 0.3318, -2.1177)  0.0000
C (4.9077, 1.3074, -1.9229)  0.0001
O (3.0315, 2.3283, -2.8429)  0.0000
H (2.6610, 2.8896, -3.5486)  0.0000
H (4.8447, 2.6777, -5.0558)  0.0000
H (6.6542, 0.9621, -5.3437)  0.0000
H (7.2303, -0.6014, -3.5164)  0.0000
H (6.1438, -0.3083, -1.2810)  0.0000
H (4.4791, 1.4993, -0.9381)  0.0001
C (-4.4133, 0.0641, 4.8080)  0.0000
C (-3.3204, -0.8028, 4.9271)  -0.0004
C (-2.4344, -0.9341, 3.8508)  -0.0014
N (-2.5925, -0.1899, 2.7123)  -0.0051
C (-3.6898, 0.6050, 2.5738)  -0.0014
C (-4.5966, 0.7721, 3.6187)  -0.0003
H (-5.1133, 0.1749, 5.6270)  0.0000
H (-3.1346, -1.3873, 5.8357)  -0.0001
H (-1.5837, -1.6349, 3.8489)  0.0001
H (-3.7949, 1.0773, 1.5952)  -0.0004
H (-5.4340, 1.4534, 3.4782)  0.0000

Atomic forces in eV per Å
Pr -0.59 -0.81 1.23
P -0.01 1.73 -1.78
P -0.87 -0.94 -1.18
P 1.60 0.97 0.60
H 0.08 0.09 0.28
C -0.29 -0.03 0.64
C 0.46 0.02 -0.84
H 0.13 0.23 0.02
C 0.28 -0.42 -0.11
C -0.47 -0.24 0.16
C 0.03 0.14 0.55
C 0.26 0.00 0.43
C 0.02 0.33 0.33
C 0.30 0.21 0.23
C -0.24 -0.47 0.11
C -0.45 -0.03 0.05
C -0.31 -0.22 -0.22
H -0.26 -0.21 0.04
H -0.14 0.05 -0.13
H -0.18 -0.22 0.50
H -0.07 0.27 0.09
H -0.20 0.11 0.02
H 0.31 -0.30 0.30
H 0.20 0.12 -0.20
H 0.24 0.30 0.10
H 0.06 -0.51 0.11
H -0.30 -0.10 -0.28
H 0.05 0.02 -0.30
H 0.16 0.24 0.26
H 0.15 -0.09 -0.28
H -0.36 -0.07 -0.11
H 0.20 0.17 0.35
H -0.14 -0.40 -0.06
H 0.06 0.16 -0.33
H 0.20 0.26 0.07
H -0.25 0.01 -0.16
H 0.04 -0.30 -0.01
H -0.34 0.00 -0.19
H 0.08 0.24 0.15
H 0.18 0.06 -0.17
H -0.22 -0.23 -0.17
H 0.18 0.15 -0.20
H 0.24 -0.14 0.20
H -0.30 -0.12 0.00
H 0.15 -0.16 0.10
H 0.01 0.21 0.09
C 0.92 -0.85 -0.51
C -0.37 -0.43 0.64
C 0.01 0.36 0.22
C -0.44 0.06 0.13
C 0.10 0.50 -0.01
C -0.41 -0.40 -0.32
O -0.30 1.12 -0.19
H 0.72 -0.22 0.15
H -0.20 -0.44 0.17
H -0.21 0.22 0.17
H -0.10 0.22 -0.06
H 0.28 0.14 -0.06
H 0.07 -0.26 -0.42
C 0.50 -0.10 -0.31
C 0.55 -0.37 -0.29
C -0.61 0.88 -0.23
N -0.27 -0.72 0.07
C 0.57 -0.48 0.79
C 0.09 0.09 -0.55
H 0.04 0.02 -0.02
H -0.22 0.27 -0.40
H -0.37 0.38 0.27
H -0.13 0.15 0.36
H 0.12 -0.24 0.11



# 2
A molecular structure, C22H42NP3SSeV, computed with wB97M-V/def2-TZVPD.

Multiplicity: 3
DFT total energy: -154694.776 eV
Net charge: +3
Frontier orbital gap (spin up / spin down): 5.227 / 6.066 eV

Last column: Mulliken spin population.
Atoms and positions in Å:
V (0.3652, -0.2601, 0.5294)  2.1694
P (-1.8302, -1.3026, -0.4695)  -0.0600
P (1.2694, -1.4887, -1.4012)  -0.0563
P (-1.3137, 1.1691, 1.5270)  -0.0822
H (4.4720, 3.1185, 0.0835)  0.0001
C (4.3325, 2.9021, 1.1532)  0.0041
C (3.4311, 2.0047, 1.5778)  -0.0273
H (2.8632, 1.3710, 0.9091)  0.0427
C (-2.6885, -0.6708, -1.9866)  -0.0041
C (-1.7246, -3.0778, -0.9449)  -0.0139
C (-3.3409, -1.5334, 0.5609)  -0.0104
C (2.8892, -0.6728, -1.5260)  0.0188
C (1.7802, -3.2308, -1.1524)  0.0019
C (0.7361, -1.5332, -3.1599)  0.0028
C (-0.2883, 2.5443, 2.1223)  0.0111
C (-2.0524, 0.5994, 3.0979)  0.0015
C (-2.6975, 2.0660, 0.7192)  0.0017
H (5.0344, 3.4335, 1.8339)  -0.0003
H (3.2822, 1.8755, 2.6560)  0.0002
H (-3.5894, -1.2836, -2.1405)  -0.0043
H (-2.0463, -0.7529, -2.8742)  0.0014
H (-2.9888, 0.3749, -1.8465)  0.0014
H (-2.7256, -3.3759, -1.2941)  0.0000
H (-1.4633, -3.6783, -0.0632)  0.0036
H (-1.0072, -3.2497, -1.7553)  0.0011
H (-4.0598, -2.0984, -0.0540)  0.0004
H (-3.8081, -0.5863, 0.8523)  -0.0012
H (-3.0969, -2.1308, 1.4483)  0.0005
H (3.3756, -1.0598, -2.4311)  0.0001
H (3.4871, -0.9248, -0.6400)  -0.0003
H (2.7749, 0.4170, -1.5990)  -0.0042
H (2.3240, -3.5737, -2.0459)  -0.0026
H (0.9064, -3.8685, -0.9847)  0.0019
H (2.4406, -3.2970, -0.2780)  0.0014
H (1.5645, -1.9494, -3.7539)  -0.0019
H (0.5214, -0.5127, -3.5085)  0.0011
H (-0.1451, -2.1686, -3.3124)  0.0003
H (-0.9841, 3.2614, 2.5784)  -0.0009
H (0.2516, 3.0064, 1.2859)  0.0013
H (0.4329, 2.1884, 2.8690)  -0.0008
H (-2.2620, 1.4817, 3.7194)  -0.0028
H (-1.3431, -0.0449, 3.6320)  -0.0023
H (-2.9828, 0.0564, 2.8977)  0.0024
H (-2.9478, 2.9450, 1.3327)  -0.0018
H (-3.5950, 1.4414, 0.6310)  0.0005
H (-2.3820, 2.3982, -0.2800)  0.0012
C (0.6070, 3.5646, -2.1700)  0.0071
C (1.7395, 3.7524, -1.3491)  -0.0144
C (2.3430, 4.9931, -1.3292)  0.0003
C (1.8417, 6.0347, -2.1160)  -0.0008
C (0.7187, 5.8632, -2.9122)  0.0003
C (0.0827, 4.6173, -2.9318)  -0.0022
Se (-0.1755, 1.8265, -2.2770)  -0.0005
H (0.3770, 1.4968, -0.8658)  0.0504
H (2.1297, 2.9188, -0.7646)  0.0130
H (3.2234, 5.1344, -0.6990)  0.0001
H (2.3421, 6.9944, -2.1239)  -0.0001
H (0.3333, 6.6775, -3.5246)  0.0001
H (-0.7979, 4.4304, -3.5455)  -0.0001
S (1.1076, -1.4739, 2.4818)  -0.0790
C (0.1768, -2.9194, 2.4405)  0.0267
N (0.7910, -4.0673, 1.9577)  0.0003
C (0.0925, -5.2480, 1.8668)  0.0007
C (-1.2436, -5.2766, 2.1864)  0.0001
C (-1.8656, -4.1388, 2.7233)  -0.0008
C (-1.1401, -2.9593, 2.8564)  0.0101
H (1.7679, -4.0263, 1.6614)  -0.0006
H (0.6561, -6.1203, 1.5433)  0.0000
H (-1.8183, -6.1952, 2.0545)  0.0001
H (-2.8976, -4.1659, 3.0519)  -0.0006
H (-1.5626, -2.0423, 3.2699)  -0.0057

Atomic forces in eV per Å
V -0.76 -0.83 0.09
P -1.28 -0.91 -0.52
P 1.02 -0.55 -1.23
P -0.96 1.29 0.91
H 0.03 -0.25 0.49
C 0.03 -0.29 -0.18
C 0.96 1.03 0.92
H -0.28 -0.03 -0.39
C 0.50 0.42 0.05
C 0.32 0.00 0.00
C 0.08 0.19 0.37
C 0.06 0.17 0.16
C -0.19 -0.06 0.42
C -0.39 0.27 0.04
C 0.37 -0.05 -0.19
C 0.06 -0.38 -0.05
C 0.13 -0.21 -0.40
H -0.92 -0.38 -0.42
H 0.07 -0.25 -0.44
H 0.34 0.12 0.14
H -0.20 0.12 0.26
H 0.09 -0.23 -0.13
H 0.39 0.06 0.11
H 0.00 0.05 -0.32
H -0.25 -0.07 0.28
H 0.27 0.25 0.24
H 0.10 -0.32 -0.01
H -0.22 0.30 -0.22
H 0.08 0.19 0.26
H 0.01 0.13 -0.23
H 0.14 -0.24 -0.11
H -0.17 0.14 0.30
H 0.25 0.02 -0.13
H -0.04 0.05 -0.30
H -0.18 0.13 0.29
H 0.10 -0.43 0.04
H 0.23 0.20 0.03
H 0.36 -0.03 -0.05
H -0.09 0.13 0.24
H -0.13 0.17 -0.10
H -0.03 -0.23 -0.22
H -0.21 0.28 -0.04
H 0.18 0.11 0.19
H 0.15 -0.31 -0.13
H 0.27 0.18 -0.02
H -0.16 -0.01 0.28
C 0.69 1.03 0.32
C -0.71 -0.28 -0.61
C 0.17 0.16 0.10
C 0.11 0.10 -0.01
C -0.07 -0.46 0.06
C -0.03 -0.68 0.16
Se 0.21 -0.20 0.86
H -0.36 -0.03 -0.58
H 0.03 0.27 -0.08
H -0.28 0.12 -0.23
H 0.01 -0.03 0.10
H 0.11 -0.21 0.19
H 0.17 0.25 0.08
S 0.50 1.19 -0.93
C 0.60 -1.22 -0.87
N -1.73 0.04 0.67
C 0.65 0.79 -0.05
C -0.50 -0.19 0.27
C 0.55 0.00 -0.03
C -0.14 -0.31 0.08
H -0.32 -0.01 0.32
H -0.14 0.19 -0.03
H 0.33 0.20 0.12
H -0.01 -0.14 -0.09
H 0.05 -0.50 -0.10



# 3
7 unconnected molecules or ions with the total composition C22H42O15S3, computed with wB97M-V/def2-TZVPD.

DFT total energy: -86711.558 eV
Net charge: 0
Frontier orbital gap: 8.401 eV

Last column: Mulliken charge in e.
Atoms and positions in Å:
C (-1.0626, 1.6024, 3.6090)  -0.9765
C (-2.0403, 2.6209, 3.0004)  0.6198
C (-1.7403, 4.0569, 3.4264)  -0.5054
O (-1.5309, 4.7373, 2.1938)  -0.3952
C (-1.6900, 3.9018, 1.1570)  0.4294
O (-1.5978, 4.2031, 0.0175)  -0.5349
O (-1.9034, 2.6314, 1.5854)  0.0946
H (-1.0505, 1.7765, 4.6836)  0.4943
H (-0.0803, 1.7362, 3.1541)  0.2376
H (-1.3893, 0.5948, 3.3534)  -0.1533
H (-3.0489, 2.3653, 3.3361)  0.1955
H (-0.8223, 4.0974, 4.0175)  0.3066
H (-2.5513, 4.5216, 3.9845)  0.3160
C (1.9756, -3.9202, -0.6219)  -1.2642
C (2.1450, -5.4152, -0.8826)  0.4909
C (0.9723, -6.2306, -0.3188)  -0.2391
O (0.4340, -6.9200, -1.4337)  -0.3547
C (1.0734, -6.5412, -2.5682)  0.6563
O (0.7737, -6.9311, -3.6462)  -0.5104
O (2.0762, -5.7050, -2.2759)  -0.4052
H (2.6477, -3.2914, -1.2001)  0.4087
H (2.1985, -3.7137, 0.4303)  0.4136
H (0.9136, -3.6889, -0.7237)  0.1992
H (3.1155, -5.7404, -0.5079)  0.3217
H (0.2106, -5.6099, 0.1603)  0.0259
H (1.2547, -6.9820, 0.4223)  0.2852
C (1.4425, 1.6503, 0.0922)  -1.4117
C (1.2711, 0.1988, -0.2621)  0.7787
C (0.3322, -0.6287, 0.6276)  0.8039
O (-0.6324, -1.2031, -0.2815)  -0.3095
C (-0.4123, -0.7492, -1.5118)  0.6012
O (-1.0298, -1.0763, -2.4812)  -0.6031
O (0.5973, 0.1586, -1.5496)  -0.3261
H (0.4590, 2.1229, 0.1404)  0.0446
H (2.0215, 2.1698, -0.6723)  0.3933
H (1.9979, 1.8201, 1.0176)  0.3725
H (2.2489, -0.2547, -0.4456)  -0.0464
H (-0.2704, -0.0177, 1.2935)  -0.7288
H (0.8952, -1.4149, 1.1208)  0.3213
C (4.7423, 1.2209, -0.4587)  -1.3455
C (4.8238, 2.6725, 0.0463)  0.6643
C (6.0758, 3.0841, 0.8012)  -0.4428
O (6.6660, 4.0939, 0.0107)  -0.3155
C (5.9878, 4.2576, -1.1314)  0.6219
O (6.2764, 5.0546, -1.9694)  -0.5428
O (4.9187, 3.4488, -1.1636)  -0.3479
H (4.0476, 0.9834, -1.2566)  0.2398
H (4.4749, 0.5309, 0.3515)  0.3019
H (5.7684, 0.9638, -0.7309)  0.5092
H (3.9087, 2.9766, 0.5595)  0.1533
H (6.7120, 2.1934, 0.8559)  0.2646
H (5.8377, 3.4023, 1.8127)  0.3134
C (-1.8309, 1.0251, -5.9108)  -0.7295
S (-2.2025, 2.6062, -5.0455)  0.3604
O (-3.4062, 2.3360, -4.1861)  -0.5539
C (-0.7895, 2.5468, -3.8821)  -0.2591
H (-1.4771, 0.2918, -5.1893)  0.1063
H (-1.0476, 1.1759, -6.6565)  0.3558
H (-2.7429, 0.7525, -6.4344)  0.3413
H (0.1461, 2.7743, -4.3912)  0.4627
H (-0.7845, 1.5792, -3.3812)  -0.3383
H (-0.9707, 3.3133, -3.1281)  0.2547
C (-2.9660, -2.7199, 4.5933)  -1.2156
S (-2.1538, -2.2859, 3.0260)  0.7775
O (-0.6981, -2.0273, 3.3428)  -0.6944
C (-2.2810, -3.8523, 2.1395)  -0.9574
H (-2.5997, -2.0141, 5.3373)  0.3465
H (-2.6966, -3.7182, 4.9355)  0.3542
H (-4.0428, -2.6027, 4.4842)  0.3646
H (-1.7401, -4.6714, 2.6106)  0.4208
H (-1.8071, -3.6307, 1.1802)  0.0855
H (-3.3185, -4.1059, 1.9260)  0.4567
C (-3.8499, 1.7651, -1.2839)  -0.5486
S (-4.6817, 1.1815, 0.2261)  0.4125
O (-5.9652, 0.5245, -0.2034)  -0.6774
C (-3.5551, -0.2243, 0.3629)  -0.5954
H (-4.4945, 2.2241, -2.0312)  0.5284
H (-3.3603, 0.9485, -1.8129)  0.1718
H (-3.0990, 2.5140, -1.0213)  -0.0051
H (-3.6832, -0.8777, -0.4965)  0.4859
H (-3.7999, -0.8125, 1.2467)  0.3611
H (-2.5457, 0.1695, 0.4753)  -0.1923

Atomic forces in eV per Å
C -0.68 0.46 -0.80
C 0.46 -0.68 1.20
C 0.40 -0.11 -0.01
O -0.19 0.36 0.04
C 0.24 -0.33 0.21
O 0.06 0.17 -0.50
O -0.43 0.19 0.04
H 0.21 -0.32 0.06
H 0.14 0.16 0.28
H 0.03 -0.09 0.32
H -0.13 -0.12 -0.65
H -0.04 0.17 -0.06
H 0.00 0.06 -0.14
C -0.22 -0.41 0.65
C -0.10 0.51 0.30
C 0.10 -0.51 0.70
O -0.14 0.21 -0.04
C -0.46 -0.46 0.15
O 0.18 0.12 -0.14
O 0.45 0.42 -0.32
H -0.21 -0.07 -0.33
H 0.08 -0.18 0.03
H 0.14 0.44 -0.49
H -0.03 -0.21 -0.11
H -0.05 0.11 -0.30
H 0.23 0.09 -0.09
C -0.03 0.46 0.08
C -0.22 0.31 -0.87
C 0.03 0.19 -0.39
O 0.72 -0.38 0.49
C 0.00 0.36 -1.31
O 0.04 0.10 0.34
O -0.16 -0.45 0.43
H 0.06 0.06 0.14
H -0.14 -0.12 -0.18
H -0.25 -0.29 0.18
H -0.15 -0.28 0.34
H 0.40 0.01 0.42
H -0.41 -0.06 0.34
C 0.85 -0.30 1.53
C -1.20 -0.37 -1.51
C -0.12 -1.36 0.20
O 0.51 -0.05 0.79
C -0.24 0.90 -0.59
O -0.05 -0.45 0.16
O -0.23 0.24 -0.06
H 0.02 0.67 -0.26
H 0.09 0.18 0.15
H -0.17 -0.23 -0.41
H 0.09 0.03 -0.05
H 0.38 0.38 0.10
H 0.24 0.42 -0.06
C 0.31 0.68 0.09
S 0.03 -0.75 0.66
O 0.54 0.14 -0.55
C -0.39 0.19 -0.11
H -0.37 -0.15 0.05
H 0.01 0.21 0.06
H -0.08 -0.17 0.20
H 0.01 -0.18 -0.08
H 0.08 -0.07 -0.18
H -0.11 0.09 -0.11
C 0.29 -0.13 -0.06
S 0.46 0.19 0.57
O -0.80 -0.43 -0.27
C 0.31 0.23 -0.39
H 0.00 0.16 -0.16
H -0.04 -0.07 -0.16
H -0.01 -0.11 -0.07
H -0.08 0.10 0.28
H 0.00 -0.04 0.00
H -0.07 0.06 0.24
C 0.39 0.41 -0.25
S -0.37 -1.12 -1.46
O 0.25 0.59 0.43
C 0.07 0.10 0.85
H -0.47 0.01 0.45
H -0.07 -0.15 0.16
H 0.01 -0.08 0.13
H 0.09 0.28 -0.27
H -0.11 0.23 0.10
H 0.05 -0.16 -0.15